No. 1
DFT (ωB97M-V/def2-TZVPD) results for a cluster of 7 separate species, C39H50F17N2O21 in total.

Geometry as XYZ:
```
129
Properties=species:S:1:pos:R:3:mulliken_charge:R:1
C 3.04 6.10 0.35 -1.420
C 3.56 5.50 -0.96 -0.024
C 5.07 5.25 -0.96 -0.979
N 5.51 4.37 0.14 0.007
C 5.12 3.02 0.05 -0.010
O 6.00 2.25 -0.81 -0.532
C 5.44 0.99 -1.10 -1.205
C 4.77 0.36 0.14 0.113
C 4.75 -1.17 0.05 0.414
C 3.51 -1.64 -0.72 -1.478
C 2.25 -1.68 0.13 1.048
F 1.96 -2.92 0.54 -0.372
F 2.42 -0.93 1.27 -0.337
C 1.00 -1.04 -0.52 0.409
F 1.28 0.28 -0.67 -0.318
F -0.03 -1.16 0.31 -0.283
C 0.63 -1.60 -1.92 0.695
F 0.96 -2.91 -1.92 -0.318
F 1.36 -1.00 -2.86 -0.297
C -0.87 -1.58 -2.35 0.556
F -1.55 -2.39 -1.54 -0.268
F -0.90 -2.10 -3.58 -0.289
C -1.55 -0.18 -2.44 0.840
F -0.84 0.51 -3.35 -0.302
F -1.46 0.47 -1.27 -0.319
C -3.03 -0.12 -2.93 0.202
F -3.34 1.18 -2.96 -0.299
F -3.08 -0.61 -4.17 -0.262
C -4.16 -0.83 -2.11 0.749
F -4.07 -2.16 -2.29 -0.176
F -5.31 -0.41 -2.68 -0.307
C -4.29 -0.53 -0.59 0.599
F -3.31 -1.11 0.09 -0.196
F -4.25 0.79 -0.38 -0.243
F -5.46 -1.01 -0.16 -0.209
N 5.52 0.92 1.32 0.197
C 5.36 0.17 2.61 -0.793
C 6.54 -0.78 2.83 -0.145
C 6.73 -1.13 4.30 0.096
O 7.72 -0.89 4.92 -0.521
O 5.69 -1.84 4.81 -0.491
C 5.14 2.39 1.45 -0.211
C 3.80 2.60 2.15 -1.007
H 2.00 5.82 0.51 0.168
H 3.08 7.18 0.33 0.507
H 3.63 5.75 1.20 0.579
H 3.36 6.19 -1.78 0.379
H 3.02 4.58 -1.20 0.183
H 5.57 6.21 -0.81 0.502
H 5.40 4.86 -1.93 0.334
H 6.51 4.43 0.27 0.319
H 4.11 2.97 -0.37 0.054
H 4.70 1.07 -1.91 0.398
H 6.27 0.36 -1.44 0.378
H 3.74 0.70 0.20 0.234
H 5.62 -1.53 -0.51 0.811
H 4.78 -1.64 1.04 -1.218
H 3.35 -0.99 -1.58 0.392
H 3.69 -2.65 -1.08 0.611
H 6.51 0.92 1.08 0.560
H 4.42 -0.36 2.58 0.343
H 5.35 0.90 3.41 0.634
H 6.38 -1.73 2.32 0.267
H 7.47 -0.30 2.51 0.544
H 4.84 -1.45 4.60 0.378
H 5.93 2.88 2.02 0.504
H 3.44 3.59 1.89 0.229
H 3.06 1.86 1.83 0.155
H 3.87 2.53 3.23 0.445
C -3.52 -5.40 -2.90 0.401
C -4.95 -5.90 -2.93 0.164
O -4.76 -7.32 -2.97 -0.360
C -3.56 -7.62 -2.45 0.583
O -3.17 -8.70 -2.18 -0.545
O -2.83 -6.48 -2.26 -0.385
H -3.39 -4.49 -2.32 -0.270
H -3.11 -5.25 -3.90 0.231
H -5.51 -5.66 -2.03 -0.079
H -5.52 -5.57 -3.80 0.316
C 3.16 -5.72 3.57 -0.351
C 4.41 -6.00 2.75 -0.347
O 4.61 -4.74 2.07 -0.327
C 4.01 -3.78 2.79 0.653
O 4.13 -2.61 2.58 -0.488
O 3.25 -4.29 3.76 -0.335
H 3.14 -6.22 4.53 0.313
H 2.24 -5.93 3.02 0.274
H 5.28 -6.19 3.37 0.285
H 4.29 -6.79 2.02 0.305
C -8.55 -3.45 -1.36 0.361
C -7.44 -2.90 -2.24 0.238
O -7.57 -3.69 -3.42 -0.368
C -8.84 -4.16 -3.49 0.648
O -9.30 -4.71 -4.44 -0.535
O -9.49 -3.92 -2.33 -0.362
H -9.02 -2.71 -0.72 0.393
H -8.20 -4.29 -0.77 -0.344
H -7.59 -1.85 -2.50 0.164
H -6.45 -3.02 -1.81 -0.164
C -1.52 7.80 -2.44 -0.340
C -0.78 6.91 -3.42 -0.269
O 0.58 7.28 -3.19 -0.328
C 0.68 7.79 -1.94 0.608
O 1.71 8.04 -1.39 -0.482
O -0.55 7.99 -1.41 -0.265
H -2.42 7.35 -2.03 0.288
H -1.77 8.78 -2.87 0.280
H -0.90 5.85 -3.20 0.203
H -1.03 7.09 -4.47 0.290
C -1.20 8.06 3.12 -0.310
C -0.78 9.49 2.82 -0.274
O 0.64 9.41 2.92 -0.329
C 1.02 8.14 2.70 0.673
O 2.14 7.78 2.53 -0.509
O -0.06 7.32 2.67 -0.308
H -2.08 7.74 2.57 0.279
H -1.34 7.88 4.18 0.278
H -1.04 9.80 1.81 0.210
H -1.16 10.22 3.54 0.295
C -8.95 -6.12 2.50 -0.295
C -8.46 -7.56 2.41 -0.304
O -7.91 -7.60 1.09 -0.324
C -7.58 -6.36 0.71 0.593
O -6.96 -6.09 -0.27 -0.539
O -8.05 -5.45 1.59 -0.290
H -8.86 -5.68 3.49 0.274
H -9.97 -6.00 2.13 0.268
H -7.67 -7.78 3.12 0.255
H -9.25 -8.30 2.50 0.298
```

The LUMO energy comes out at -0.070 hartree. The calculation puts the HOMO energy at -11.916 eV. The charge is +1. For the orbital gap, the calculation gives 10.0 eV.

***

No. 2
DFT (ωB97M-V/def2-TZVPD) results for a structure of composition C36H66Br16F5NbO3PSSi in a non-equilibrium geometry.

Geometry as XYZ:
```
130
Properties=species:S:1:pos:R:3:mulliken_charge:R:1
C -1.37 -5.50 -1.17 -0.824
C -1.30 -4.23 -0.21 -0.368
C -1.34 -2.86 -1.02 -0.275
C -0.32 -1.79 -0.36 0.089
C -1.08 -0.43 -0.10 -0.758
Nb -0.57 0.59 1.89 -1.103
C 0.19 2.36 0.71 -0.417
C -0.03 3.80 1.36 0.173
O 1.27 4.36 1.64 0.194
Si 1.23 5.99 2.14 0.443
C 0.58 7.08 0.71 -0.814
C 0.40 6.31 3.81 -0.704
C 3.08 6.50 2.36 -0.344
C 1.44 -0.43 2.09 -0.548
C 2.51 -0.14 1.02 0.191
O 2.35 -0.02 -0.17 -0.490
O 3.85 0.08 1.50 -0.422
P -0.20 1.76 4.18 0.700
S 1.60 2.51 4.39 -0.438
C -1.52 -1.14 3.08 0.623
F -1.95 -2.24 2.29 -0.221
F -0.52 -1.68 3.96 -0.354
C -2.75 -0.75 3.96 0.117
C -2.68 -0.67 5.42 -0.297
C -3.81 -0.35 6.30 -0.766
C -5.11 -0.10 5.70 -0.669
C -5.22 -0.16 4.24 0.306
C -6.63 0.09 3.63 0.810
F -6.80 1.32 3.06 -0.223
F -6.86 -0.89 2.66 -0.270
F -7.57 -0.17 4.62 -0.276
C -4.07 -0.47 3.36 -0.487
H -0.61 -5.46 -1.99 0.120
H -1.11 -6.41 -0.55 0.331
H -2.41 -5.65 -1.56 0.129
H -0.37 -4.37 0.40 0.339
H -2.17 -4.33 0.50 0.134
H -1.04 -3.10 -2.07 0.245
H -2.39 -2.47 -1.04 0.227
H 0.47 -1.64 -1.15 0.374
H 0.08 -2.30 0.55 -0.358
H -0.86 0.26 -0.96 0.435
H -2.20 -0.57 -0.08 0.353
H -2.22 1.36 1.84 0.109
H -0.41 2.37 -0.26 0.357
H 1.27 2.32 0.39 0.000
H -0.75 3.82 2.23 -0.316
H -0.49 4.47 0.57 0.231
H -0.42 6.70 0.37 0.071
H 0.60 8.17 0.96 0.334
H 1.30 6.92 -0.15 0.234
H -0.69 6.62 3.73 0.062
H 0.55 5.45 4.53 0.104
H 0.95 7.19 4.28 0.417
H 3.59 5.57 2.76 -0.695
H 3.21 7.29 3.14 0.339
H 3.57 6.73 1.39 0.285
H 1.89 -0.10 3.08 0.489
H 1.38 -1.56 2.19 0.511
H 4.36 -0.74 1.42 0.293
H -0.43 0.90 5.30 0.058
H -1.13 2.84 4.22 -0.467
H -1.70 -0.89 5.90 0.413
H -3.61 -0.30 7.40 0.335
H -5.96 0.13 6.39 0.342
H -4.24 -0.53 2.26 0.391
Br -3.31 -4.47 -4.45 -0.141
C -2.50 -5.50 -5.89 -0.568
C -1.36 -6.34 -5.38 0.039
Br 0.23 -5.26 -5.08 -0.135
H -2.20 -4.79 -6.66 0.413
H -3.30 -6.13 -6.27 0.362
H -1.06 -7.08 -6.13 0.060
H -1.58 -6.85 -4.44 -0.052
Br 1.73 -5.01 -8.44 -0.147
C 2.93 -6.40 -7.78 -0.567
C 2.66 -7.72 -8.46 -0.339
Br 1.06 -8.58 -7.75 -0.100
H 2.81 -6.45 -6.70 0.350
H 3.93 -6.05 -8.02 0.360
H 3.47 -8.43 -8.27 0.367
H 2.52 -7.63 -9.54 0.077
Br -3.23 6.05 2.31 -0.097
C -4.05 7.78 1.94 -0.621
C -3.04 8.75 1.37 -0.500
Br -1.86 9.45 2.76 -0.153
H -4.49 8.12 2.88 0.355
H -4.84 7.58 1.22 0.350
H -3.54 9.63 0.96 0.366
H -2.41 8.31 0.61 0.282
Br -2.63 3.53 6.12 0.084
C -2.87 5.04 7.32 -0.679
C -1.59 5.82 7.49 -0.155
Br -0.36 4.90 8.69 -0.132
H -3.27 4.65 8.26 0.384
H -3.63 5.66 6.84 0.334
H -1.78 6.78 7.96 0.363
H -1.06 5.98 6.55 -0.049
Br -3.87 -8.61 -2.38 -0.097
C -3.06 -9.64 -3.82 -0.455
C -1.92 -10.48 -3.31 -0.570
Br -0.32 -9.40 -3.01 -0.131
H -2.76 -8.93 -4.59 0.188
H -3.86 -10.27 -4.20 0.355
H -1.63 -11.22 -4.06 0.332
H -2.14 -10.99 -2.38 0.384
Br 4.46 4.73 -1.49 -0.184
C 5.67 3.47 -0.63 -0.548
C 5.00 2.75 0.51 -0.347
Br 4.85 3.89 2.08 0.082
H 6.55 4.04 -0.32 0.379
H 5.96 2.77 -1.41 0.402
H 5.60 1.90 0.83 0.355
H 4.00 2.40 0.27 -0.029
Br 2.79 -8.56 -12.55 -0.149
C 1.54 -7.32 -13.37 -0.566
C 0.66 -6.66 -12.34 -0.465
Br -0.73 -7.87 -11.71 -0.107
H 0.97 -7.89 -14.11 0.381
H 2.16 -6.58 -13.88 0.342
H 0.13 -5.81 -12.77 0.365
H 1.21 -6.33 -11.46 0.201
Br 5.65 6.24 4.60 -0.081
C 7.35 5.38 4.17 -0.505
C 8.49 6.36 4.22 -0.602
Br 8.51 7.50 2.64 -0.158
H 7.22 4.91 3.20 0.236
H 7.47 4.61 4.93 0.342
H 9.44 5.84 4.21 0.355
H 8.45 7.02 5.08 0.378
```

The LUMO energy comes out at 0.048 hartree. The calculation puts the HOMO energy at -4.620 eV. For the energy above the lowest of the compared OMol25 structures with the same formula, charge and spin, the calculation gives 3.678 eV. The charge is -1. For the orbital gap, the calculation gives 5.9 eV.